{
  "formula": "C14H22AlBrCaCl3F7N3O9S4",
  "method": "ωB97M-V with the def2-TZVPD basis set",
  "charge": 1,
  "energy_ev": -232752.30308,
  "symbols": ["C", "C", "O", "S", "O", "O", "N", "C", "S", "H", "Al", "O", "H", "H", "C", "C", "O", "C", "C", "H", "H", "H", "H", "H", "H", "H", "H", "H", "H", "C", "F", "F", "F", "S", "O", "O", "N", "S", "O", "O", "C", "F", "F", "F", "F", "C", "Cl", "Cl", "H", "H", "Br", "Ca", "C", "C", "C", "C", "N", "H", "H", "H", "H", "H", "H", "H", "Cl"],
  "positions_angstrom": [[-1.9595, -1.0257, -2.3773], [-1.1747, -1.9092, -2.5281], [-0.1595, -2.6877, -2.6949], [1.1949, -1.7307, -3.3879], [2.3410, -2.3933, -2.9524], [1.0094, -0.2916, -2.6906], [1.7584, -0.1232, -1.4812], [1.0667, -0.1833, -0.4768], [0.2497, -0.5841, 0.7822], [-2.4424, -0.0831, -2.3172], [0.0765, -2.7347, -5.5664], [-2.2288, -2.8374, 0.4959], [-1.3919, -2.3492, 0.5571], [-1.9918, -3.6331, 0.0056], [-4.5794, 0.6577, 4.4379], [-4.8749, 1.1117, 3.0373], [-4.0906, 0.3855, 2.0356], [-4.2919, -1.0338, 1.9878], [-5.7415, -1.4318, 1.6456], [-3.4878, 0.7278, 4.6593], [-5.0973, 1.3454, 5.2050], [-4.9181, -0.3740, 4.6117], [-4.5932, 2.1594, 2.9299], [-5.9455, 1.0475, 2.8083], [-3.9730, -1.5101, 2.9136], [-3.6105, -1.4114, 1.2025], [-6.4385, -1.1492, 2.4321], [-5.8195, -2.5094, 1.5008], [-6.0900, -0.9360, 0.7298], [5.3499, 1.5347, -2.3083], [4.7772, 0.4853, -1.7281], [6.2679, 2.0230, -1.4753], [5.9912, 1.1015, -3.4058], [4.0928, 2.8015, -2.7322], [3.5128, 3.1850, -1.4752], [3.1941, 2.1295, -3.6427], [5.0619, 3.8586, -3.3914], [4.3819, 5.1798, -3.9681], [3.8401, 6.0741, -2.9873], [3.5885, 4.9879, -5.1492], [5.9219, 5.9851, -4.5543], [6.5455, 5.2281, -5.4594], [6.7795, 6.1932, -3.5504], [5.6588, 7.1669, -5.1107], [3.1084, -2.5839, -0.7333], [8.3035, 1.7984, -5.6648], [8.8133, 2.6938, -4.2318], [7.9522, 2.8782, -7.0206], [9.1007, 1.1244, -5.9557], [7.4061, 1.2403, -5.4244], [-5.7503, 2.8670, 5.8026], [-4.7694, -0.0423, -0.0715], [-3.3678, -3.1778, 5.2219], [-3.1629, -4.0014, 3.9532], [-1.7059, -4.4298, 3.7470], [-0.8295, -3.2577, 3.6320], [-0.1335, -2.3524, 3.5510], [-2.8042, -2.2433, 5.1885], [-4.4213, -2.9204, 5.3455], [-3.0531, -3.7330, 6.1054], [-3.4963, -3.4206, 3.0876], [-3.7884, -4.8949, 4.0000], [-1.6085, -5.0269, 2.8398], [-1.3654, -5.0377, 4.5857], [-2.1881, 2.0725, 5.4752]],
  "nbo_charge": [-0.462, 0.356, -0.689, 1.631, -0.689, -0.517, -0.143, 0.228, 0.141, 0.217, 0.903, -0.996, 0.502, 0.498, -0.560, -0.112, -0.613, -0.204, -0.645, 0.276, 0.212, 0.195, 0.249, 0.174, 0.303, 0.209, 0.293, 0.296, 0.046, 0.718, -0.306, -0.306, -0.329, 2.234, -0.927, -0.964, -1.171, 2.232, -0.916, -0.926, 0.716, -0.313, -0.313, -0.312, -0.704, -0.396, -0.013, -0.027, 0.215, 0.224, -0.090, 1.870, -0.627, -0.370, -0.510, 0.281, -0.319, 0.218, 0.204, 0.236, 0.160, 0.221, 0.251, 0.263, -0.302]
}